No. 1
A molecular structure, C32H51ClN3O5Ru in a non-equilibrium geometry, computed with ωB97M-V/def2-TZVPD.

Structure (XYZ):
```
93
Properties=species:S:1:pos:R:3:forces:R:3
O 1.2860 0.3228 -2.7582 -1.92 0.25 1.52
C 0.4041 0.2605 -3.6189 -1.22 -1.26 -1.10
C -0.2003 1.4138 -4.2190 0.70 -2.50 0.76
C 0.0209 2.5973 -3.5131 -0.16 1.83 0.23
H -0.0049 2.5705 -2.4105 0.50 0.04 -0.65
C 0.2187 3.7584 -4.2458 -0.22 -0.62 0.61
H 0.5342 4.6599 -3.7185 -0.26 0.00 -0.34
C 0.0658 3.7066 -5.6340 0.61 1.24 -0.33
H 0.3206 4.5986 -6.2086 -0.21 -0.22 0.04
C -0.3499 2.5540 -6.2959 -0.56 -1.63 0.10
H -0.5085 2.5412 -7.3713 0.00 0.22 0.11
C -0.5151 1.3571 -5.5855 -0.36 1.90 -0.42
H -0.8640 0.4133 -5.9827 0.28 0.03 -0.44
H 0.1943 -0.7874 -4.0007 -0.26 0.68 -0.35
C -2.5279 -2.1497 -2.4863 -0.91 -0.45 -1.87
C -2.7342 -0.9261 -1.6945 1.13 -0.82 0.98
H -3.2720 -2.1418 -3.3214 0.49 -0.21 0.39
H -2.6495 -3.1153 -1.9323 0.36 0.76 -0.48
H -1.5214 -1.9932 -2.9770 -0.70 -0.49 0.49
C -2.9985 0.3124 -2.2697 0.45 0.12 -0.64
C -4.3775 0.3816 -2.7969 -0.46 -0.67 -0.13
H -2.1997 1.0298 -2.4546 -0.21 0.17 0.34
H -4.4766 0.4377 -3.8778 0.25 0.29 -0.27
H -4.9377 1.1918 -2.3447 -0.12 0.18 0.08
H -4.8369 -0.5715 -2.4966 -0.44 0.42 -0.10
Ru -2.4302 -1.5053 0.0491 0.51 0.83 -1.81
Cl -3.9072 0.2126 0.5671 -0.38 -0.16 0.47
C -1.9606 -0.7960 2.7323 1.10 -1.08 0.63
O -1.5144 -1.6516 1.9102 -0.67 0.86 2.03
N -1.6642 -0.8288 4.0342 -0.73 -0.29 -0.55
C -1.1122 -2.0255 4.6600 0.17 0.12 0.37
C -2.3504 0.1310 4.8985 -0.11 0.01 -0.07
H -2.6438 0.0035 2.4393 0.30 0.09 -0.13
H -0.8808 -2.7887 3.9128 -0.07 0.33 0.12
H -1.8396 -2.4244 5.3844 0.12 0.12 -0.24
H -0.2017 -1.7535 5.2090 -0.17 -0.15 -0.16
H -2.5452 1.0372 4.3077 0.07 -0.22 0.36
H -1.7109 0.3777 5.7563 -0.21 -0.03 -0.28
H -3.3131 -0.2875 5.2472 0.43 0.17 0.00
H 4.4791 1.1946 -3.0032 0.27 0.31 0.15
H 4.3945 1.7107 -0.5078 -0.18 -0.17 0.23
C 3.4295 0.9713 -2.7940 1.84 0.00 -0.41
C 3.5048 1.0830 -0.3555 -0.17 0.07 -0.05
N 3.3900 0.2336 -1.5337 -0.83 -0.97 0.31
H 3.1106 0.3493 -3.6436 0.11 0.47 0.54
C 2.5744 -0.8971 -1.4890 0.05 0.03 0.30
O 2.0039 -1.3676 -0.4982 1.10 0.45 -0.88
H 3.6206 0.4709 0.5498 0.04 0.27 -0.43
H 2.5267 -1.4471 -2.4595 0.46 0.34 0.49
H 2.8706 1.9173 -2.7229 0.09 -0.53 -0.23
H 2.6321 1.7654 -0.2186 0.33 -0.47 -0.17
H -0.4213 -6.0760 0.2781 0.07 -0.12 0.15
H 1.6823 -6.1760 -1.4595 0.01 0.09 0.02
C -0.8715 -5.5606 -0.5657 -0.14 -0.33 0.21
C 1.0643 -5.5323 -2.0890 0.03 0.17 -0.04
N 0.1143 -4.7937 -1.2821 -0.44 0.39 0.15
H -1.6420 -4.8941 -0.1956 -0.03 -0.03 0.03
C 0.0475 -3.4629 -1.2047 0.07 0.59 -0.05
O -0.7799 -2.8684 -0.4814 0.62 -0.39 -0.30
H 1.7027 -4.8383 -2.6326 0.01 -0.02 0.01
H 0.7818 -2.9388 -1.8502 -0.40 0.03 0.54
H -1.3090 -6.2981 -1.2318 -0.09 -0.14 -0.09
H 0.5289 -6.1699 -2.7970 0.03 0.10 -0.02
C -1.8278 3.2680 1.0768 -0.18 -0.24 -0.01
C -0.3411 3.4956 1.3563 0.27 -0.19 0.05
C -0.0998 4.9525 1.7765 0.11 -0.14 -0.06
C 0.1713 2.4988 2.3967 -0.66 0.30 -0.18
C 0.1164 2.7677 3.7453 -0.15 0.49 -0.06
C 0.6141 1.8711 4.6936 -0.08 -0.14 0.24
C 1.2648 0.7165 4.2710 0.45 -0.34 0.13
C 1.3787 0.3917 2.9395 -0.05 -0.54 0.07
C 2.2770 -0.7477 2.4932 -0.19 0.23 -0.65
C 3.6956 -0.5444 3.0220 -0.05 0.42 0.17
C 1.7721 -2.1253 2.8864 -0.44 -0.12 0.04
C 0.5752 1.1525 1.9785 -0.20 -0.24 -0.83
O 0.1744 0.6584 0.8903 0.70 0.70 1.17
H -2.4144 3.4363 1.9930 0.10 -0.02 -0.18
H -2.0062 2.2418 0.7363 0.00 0.25 0.04
H -2.1937 3.9619 0.3094 0.10 -0.13 0.12
H 0.2163 3.2995 0.4252 -0.17 -0.01 0.26
H -0.7529 5.2285 2.6128 0.13 0.04 -0.13
H 0.9432 5.1091 2.0718 -0.15 0.04 0.01
H -0.3192 5.6278 0.9411 -0.02 -0.16 0.15
H -0.3255 3.7011 4.0942 0.19 -0.14 -0.12
H 0.5387 2.0860 5.7592 0.00 0.05 -0.24
H 1.7403 0.0583 5.0009 -0.05 0.25 -0.07
H 2.2780 -0.7276 1.3954 -0.02 -0.02 0.35
H 3.7019 -0.6566 4.1135 0.17 0.01 -0.13
H 4.3824 -1.2762 2.5919 -0.06 0.02 0.00
H 4.0592 0.4652 2.7841 0.02 -0.26 0.09
H 0.7793 -2.2964 2.4462 0.30 -0.05 0.15
H 2.4569 -2.8935 2.5137 -0.07 0.09 0.03
H 1.7140 -2.2187 3.9792 -0.01 -0.09 -0.13
```
Positions in Å, forces in eV/Å.

- HOMO-LUMO gap (alpha / beta) (eV) = 3.23 / 5.62
- multiplicity = 6
- energy relative to the best compared isomer or geometry (same formula, charge and spin) (kJ/mol) = 253.0
- energy (eV) = -63815.4609
- LUMO energy (alpha / beta) (eV) = -0.20 / -1.56



No. 2
A gas-phase ion, C32H51FNO3S2 (charge +1) in a non-equilibrium geometry, computed with ωB97M-V/def2-TZVPD.

Structure (XYZ):
```
90
Properties=species:S:1:pos:R:3:forces:R:3
C 7.4439 -3.4132 -2.7221 -0.09 0.14 -0.19
C 6.6187 -2.6446 -3.4547 0.11 0.16 0.00
C 6.9100 -1.1601 -3.5598 1.45 -0.59 -1.03
C 6.0383 -0.3717 -2.6363 1.19 -1.24 -0.65
C 5.0030 0.3648 -3.0360 -0.81 0.47 -0.51
C 4.2339 1.1202 -2.1345 0.67 -0.51 -0.06
C 3.1900 1.9181 -2.5398 -0.37 -0.09 -1.11
C 2.4758 2.6879 -1.6879 -0.78 0.45 0.41
C 1.4265 3.5717 -2.3547 -0.24 -0.66 -0.02
C 0.0183 3.7670 -1.7583 1.31 0.62 0.81
C -0.6489 2.6041 -1.0444 -1.27 0.76 -0.61
C -1.9595 3.2017 -0.4295 1.18 -0.53 -0.33
S -1.9568 3.3712 1.3387 -2.22 1.85 0.48
O -3.3207 3.4479 1.7548 -0.80 -1.17 -0.16
O -1.2372 4.5254 1.7410 2.00 -0.18 -0.37
O -1.3354 2.0487 1.9516 0.21 -0.13 -0.35
C 2.8212 2.6323 -0.3038 0.22 0.85 0.29
S 1.9436 3.6570 0.8585 -0.97 0.21 0.07
C 3.8412 1.8399 0.1451 0.14 -0.23 1.21
C 4.2466 1.7535 1.5982 0.41 -0.68 -0.32
C 3.9281 0.4187 2.3139 -0.53 0.31 0.77
C 2.4884 -0.1139 2.3408 0.11 -0.50 -1.04
C 2.2377 -1.0870 1.1575 -0.46 0.04 0.90
C 1.1733 -2.1533 1.4597 -0.14 -0.12 -0.61
C 0.5814 -2.7799 0.1809 -0.06 -0.15 0.06
C -0.8178 -2.2637 -0.1899 0.46 -0.64 0.19
C -1.9485 -3.1258 0.4333 -0.40 1.26 -0.44
C -3.0397 -2.3013 1.1649 -0.06 -0.52 -0.09
C -4.4630 -2.6302 0.6809 -0.03 -0.67 0.14
C -5.4917 -2.7123 1.8114 0.40 0.56 0.21
C -5.5855 -1.4647 2.7082 -0.99 -0.53 0.18
C -6.6357 -0.4518 2.2577 0.67 0.65 -0.06
C -6.2466 0.3576 1.0070 -0.40 0.36 -0.17
C -7.4354 0.6582 0.0891 -0.15 -0.31 0.12
C -8.0567 -0.6059 -0.5039 0.19 0.18 0.29
C 4.5863 1.0657 -0.7737 -0.89 0.53 -0.60
C 5.6502 0.2826 -0.4131 0.45 -0.09 1.43
N 6.3167 -0.3892 -1.3042 -0.17 0.01 -0.59
F 7.3612 -1.1152 -0.8774 0.16 0.01 0.14
H 7.0992 -4.0661 -1.9321 -0.05 -1.40 -1.03
H 8.5062 -3.3344 -2.9326 0.29 0.97 1.35
H 5.7731 -3.0530 -3.9975 -1.01 0.31 1.13
H 6.8840 -0.7667 -4.5743 -0.46 0.26 0.01
H 7.9371 -1.0095 -3.2196 0.13 -0.02 -0.06
H 4.7848 0.3525 -4.0916 -0.13 0.14 -0.11
H 2.9353 1.9520 -3.5883 0.08 -0.10 -0.16
H 1.9096 4.5319 -2.5370 -0.14 0.22 0.10
H 1.2841 3.1212 -3.3365 0.10 0.07 -0.14
H -0.6270 4.1470 -2.5462 -0.08 -0.10 -0.15
H 0.0989 4.5637 -1.0232 -0.08 0.21 0.04
H -0.0401 2.1260 -0.2847 0.13 -0.18 -0.05
H -0.9879 1.9040 -1.8043 0.29 -0.57 0.20
H -2.0572 4.2228 -0.7889 -0.16 0.19 0.27
H -2.8442 2.6810 -0.7716 -0.20 -0.33 0.45
H -2.1105 1.5353 2.2329 0.10 -0.17 0.14
H 2.8684 4.5116 1.3341 0.33 -0.33 -0.34
H 5.3371 1.8163 1.6057 0.08 0.34 0.19
H 3.8876 2.6007 2.1624 -0.19 -0.01 0.11
H 4.2106 0.5718 3.3551 0.28 0.10 0.03
H 4.5507 -0.4017 1.9551 0.18 0.08 -0.08
H 1.7466 0.6792 2.3277 -0.08 0.23 0.09
H 2.3389 -0.6846 3.2556 0.06 0.05 0.16
H 3.1800 -1.6137 0.9964 0.03 -0.01 -0.49
H 1.9316 -0.5411 0.2632 0.23 0.06 -0.17
H 0.3483 -1.7264 2.0253 -0.06 0.15 0.25
H 1.6046 -2.9503 2.0619 0.13 0.10 0.26
H 1.2664 -2.6455 -0.6584 0.14 0.08 0.00
H 0.4867 -3.8567 0.3168 0.15 -0.12 -0.06
H -0.8924 -1.2246 0.1208 -0.14 0.25 -0.02
H -0.9033 -2.3028 -1.2748 -0.15 0.18 -0.07
H -1.5405 -3.8868 1.0915 0.02 -0.13 0.00
H -2.4638 -3.5943 -0.4013 0.17 -0.48 0.02
H -2.8492 -1.2459 1.0116 0.09 0.34 0.15
H -2.9751 -2.5109 2.2343 -0.01 0.17 0.07
H -4.4181 -3.6317 0.2482 -0.10 -0.03 -0.17
H -4.7699 -1.9689 -0.1269 -0.01 0.10 -0.01
H -6.4951 -2.9332 1.4474 0.00 -0.08 -0.22
H -5.1946 -3.5638 2.4260 -0.01 -0.05 0.09
H -4.6222 -0.9898 2.8679 0.22 0.12 -0.10
H -5.9195 -1.8082 3.6899 0.16 -0.02 0.13
H -7.6115 -0.9173 2.1374 0.03 -0.26 -0.05
H -6.7547 0.2721 3.0644 -0.16 0.01 0.13
H -5.4543 -0.1169 0.4286 0.01 -0.17 0.01
H -5.8583 1.3233 1.3298 0.27 0.04 0.06
H -8.1767 1.2019 0.6778 -0.14 0.06 -0.05
H -7.1398 1.3163 -0.7275 0.13 0.12 0.01
H -7.2756 -1.1728 -1.0105 -0.10 -0.12 -0.23
H -8.4686 -1.2435 0.2746 -0.04 -0.10 0.04
H -8.8696 -0.3760 -1.1861 0.02 0.00 -0.20
H 5.9948 0.1964 0.6021 0.15 -0.10 0.09
```
Positions in Å, forces in eV/Å.

- HOMO-LUMO gap (eV) = 7.49
- multiplicity = 1
- total charge = +1
- energy (eV) = -66021.1011
- LUMO energy (eV) = -4.34
- SMILES string = C=CCc1cc2cc(CCCCS(=O)(=O)O)c(S)c(CCCCCCCCCCCCCCCC)c2c[n+]1F